Molecular formula: C14H40N3O6PdZn
Method: DFT, the ωB97M-V functional and the def2-TZVPD basis

Geometry as XYZ:
```
65
C14H40N3O6PdZn the ωB97M-V functional and the def2-TZVPD basis
Zn -1.441 0.924 0.609
Pd 1.752 0.342 -1.523
O 0.430 0.814 0.015
H 0.935 0.500 0.769
C -2.320 2.892 4.418
C -2.256 1.941 3.225
C -3.343 2.279 2.195
O -3.351 1.252 1.190
C -4.674 0.693 0.958
N -0.942 2.019 2.513
H -1.447 2.769 5.061
H -3.217 2.676 4.998
H -2.332 3.948 4.140
H -2.470 0.943 3.611
H -3.136 3.282 1.812
H -4.286 2.357 2.736
H -5.161 0.486 1.907
H -4.549 -0.242 0.413
H -5.245 1.373 0.332
H -0.319 1.501 3.132
H -0.564 2.959 2.451
C -0.631 -3.391 1.090
C -1.532 -2.261 0.541
C -2.882 -2.751 0.017
O -3.424 -1.824 -0.872
C -4.800 -2.069 -1.172
N -1.582 -1.034 1.405
H -1.186 -4.326 1.167
H -0.318 -3.161 2.115
H 0.275 -3.543 0.511
H -0.987 -1.959 -0.364
H -3.496 -2.999 0.893
H -2.621 -3.667 -0.524
H -5.208 -1.123 -1.526
H -5.371 -2.505 -0.354
H -4.908 -2.736 -2.034
H -2.281 -1.232 2.133
H -0.758 -1.157 2.003
C 4.702 -2.797 -0.570
C 4.080 -1.463 -0.983
C 4.011 -1.423 -2.510
O 3.439 -0.152 -2.860
C 3.601 0.159 -4.242
N 2.668 -1.384 -0.396
H 5.630 -3.008 -1.106
H 4.012 -3.628 -0.724
H 5.035 -2.785 0.471
H 4.677 -0.615 -0.653
H 3.438 -2.199 -3.026
H 5.055 -1.480 -2.832
H 3.254 -0.658 -4.880
H 4.663 0.299 -4.470
H 3.124 1.088 -4.542
H 2.376 -2.351 -0.537
H 2.937 -1.339 0.591
C 1.949 3.345 -2.200
C 2.462 3.084 -0.761
O 3.234 1.891 -0.764
O 1.362 2.163 -2.783
H 2.867 3.600 -2.742
H 1.286 4.206 -2.261
H 1.579 3.035 -0.126
H 3.024 3.969 -0.466
H 4.162 2.072 -0.966
H 1.015 2.401 -3.653
```

## Properties
⟨S²⟩ ... 2.00
ΔE to the lowest compared entry with this formula, charge and spin ... 0.0 kJ/mol
Net charge ... +3
2S+1 ... 3
LUMO level (alpha / beta) ... -8.7 / -10.9 eV
Kohn-Sham gap (alpha / beta) ... 8.81 / 6.54 eV